{"formula": "C32H69ClO26P2S6", "method": "wB97M-V/def2-TZVPD", "smiles": "C#CC[C@@](CCCCCCOC(=O)C=C)(OC(=O)P(=O)(O)O)P(O)Cl.CCOS(C)(=O)=O.CCOS(C)(=O)=O.CCOS(C)(=O)=O.CCOS(C)(=O)=O.CCOS(C)(=O)=O.CCOS(C)(=O)=O", "lumo_ev": -1.28, "total_energy_ha": -6748.3260, "gap_ev": 6.7, "homo_ev": -7.939, "max_force_ha_per_bohr": 0.1967, "symbols": ["C", "C", "C", "C", "C", "C", "C", "C", "C", "C", "O", "C", "O", "C", "C", "O", "C", "O", "P", "O", "O", "O", "P", "O", "Cl", "H", "H", "H", "H", "H", "H", "H", "H", "H", "H", "H", "H", "H", "H", "H", "H", "H", "H", "H", "H", "H", "O", "S", "O", "O", "C", "C", "C", "H", "H", "H", "H", "H", "H", "H", "H", "O", "S", "O", "O", "C", "C", "C", "H", "H", "H", "H", "H", "H", "H", "H", "O", "S", "O", "O", "C", "C", "C", "H", "H", "H", "H", "H", "H", "H", "H", "O", "S", "O", "O", "C", "C", "C", "H", "H", "H", "H", "H", "H", "H", "H", "O", "S", "O", "O", "C", "C", "C", "H", "H", "H", "H", "H", "H", "H", "H", "O", "S", "O", "O", "C", "C", "C", "H", "H", "H", "H", "H", "H", "H", "H"], "positions_angstrom": [[5.8469, -5.4572, 4.4233], [6.7367, -5.5008, 3.3074], [7.7963, -5.1899, 2.1056], [7.0821, -4.7644, 0.6536], [6.4070, -3.2574, 0.6902], [5.0812, -3.0810, 1.6018], [3.7857, -2.4135, 0.7821], [2.3949, -2.9208, 1.4965], [1.1122, -3.0368, 0.4571], [-0.0440, -3.9104, 1.2885], [-0.1140, -5.3092, 0.8166], [-1.4121, -5.8559, 1.3340], [-1.5504, -6.3345, 2.6012], [-2.7216, -5.8474, 0.3045], [-3.9255, -6.7200, 0.4912], [8.2673, -4.5764, -0.2514], [8.5246, -5.7523, -1.0739], [8.2535, -5.6341, -2.4049], [9.2940, -7.4165, -0.5387], [10.1385, -7.9337, -1.8120], [8.1653, -8.6033, 0.0492], [10.5298, -7.0663, 0.6887], [5.9671, -6.1256, -0.0836], [5.2122, -5.4504, -1.5446], [4.3192, -6.6401, 1.1457], [5.1894, -5.2298, 5.3935], [8.3958, -6.2009, 1.9169], [8.6250, -4.3931, 2.4260], [7.2515, -2.5402, 1.1299], [6.1690, -2.8281, -0.3946], [5.3380, -2.2781, 2.4469], [4.6815, -4.0250, 2.1560], [3.8820, -2.6830, -0.3528], [3.8587, -1.2326, 0.9332], [2.4885, -3.9827, 2.0158], [2.1005, -2.1624, 2.3674], [0.6904, -1.9720, 0.2165], [1.4532, -3.6494, -0.4847], [-1.1030, -3.4129, 1.1262], [0.1781, -3.8773, 2.4504], [-2.6711, -5.1157, -0.6311], [-4.7312, -6.3687, 1.2669], [-4.1158, -7.7334, -0.0909], [8.1490, -8.4572, 1.0539], [10.4916, -7.8372, 1.3359], [5.3942, -4.4676, -1.6062], [0.0842, 0.7468, 0.5967], [-1.0000, 1.5412, 1.1365], [-2.3408, 1.0150, 1.2785], [-1.0755, 2.9537, 0.3273], [-1.1758, 2.9241, -1.0888], [-2.5872, 2.5958, -1.5374], [-0.4898, 2.2073, 2.7001], [-0.4507, 2.2239, -1.5167], [-0.9103, 3.9238, -1.4492], [-2.8519, 1.5661, -1.2791], [-2.6850, 2.7081, -2.6210], [-3.3136, 3.2496, -1.0441], [0.4989, 2.6564, 2.5881], [-0.4494, 1.3870, 3.4198], [-1.2212, 2.9503, 3.0237], [1.0770, 5.2269, 1.9703], [1.4410, 6.6191, 1.8054], [1.6748, 7.4910, 2.9369], [0.3677, 7.3328, 0.8083], [-1.0152, 7.2433, 1.1179], [-1.4000, 8.2123, 2.2198], [2.8454, 6.7129, 0.7248], [-1.2908, 6.2161, 1.3790], [-1.5645, 7.5029, 0.2065], [-0.9449, 7.9247, 3.1722], [-2.4851, 8.2323, 2.3561], [-1.0511, 9.2235, 1.9871], [2.6538, 6.1013, -0.1588], [3.7135, 6.3293, 1.2650], [3.0102, 7.7561, 0.4487], [-5.2334, 3.0194, -2.7383], [-6.5483, 3.6266, -2.7215], [-7.2416, 3.9229, -1.4860], [-7.5415, 2.7660, -3.6851], [-7.6671, 1.3693, -3.4619], [-8.5684, 1.0765, -2.2774], [-6.5036, 5.1010, -3.7078], [-6.6836, 0.9043, -3.3364], [-8.1140, 0.9400, -4.3651], [-8.1067, 1.4056, -1.3417], [-8.7665, 0.0037, -2.1976], [-9.5203, 1.6087, -2.3727], [-6.0315, 4.8726, -4.6651], [-5.9177, 5.8495, -3.1702], [-7.5240, 5.4610, -3.8523], [-6.5281, 9.3031, 0.8922], [-6.6238, 8.3481, 1.9771], [-5.8106, 7.1515, 2.0208], [-8.1854, 7.9268, 2.1758], [-8.9078, 7.4376, 1.0555], [-8.5589, 5.9912, 0.7599], [-6.4298, 9.2150, 3.5131], [-8.7440, 8.0723, 0.1782], [-9.9718, 7.5038, 1.3073], [-7.5265, 5.9000, 0.4096], [-9.2158, 5.5851, -0.0146], [-8.6495, 5.3777, 1.6621], [-7.0825, 10.0900, 3.5109], [-5.3863, 9.5262, 3.5961], [-6.6834, 8.5415, 4.3340], [4.8537, 4.0990, 2.1519], [5.4550, 3.2319, 1.1597], [5.4748, 1.7924, 1.3086], [6.9707, 3.7470, 0.8547], [7.8685, 3.9074, 1.9431], [8.4195, 2.5727, 2.4081], [4.7636, 3.6226, -0.4272], [7.3904, 4.4478, 2.7669], [8.6959, 4.5302, 1.5861], [7.6346, 1.9606, 2.8621], [9.2080, 2.7175, 3.1521], [8.8249, 2.0048, 1.5645], [4.7961, 4.7042, -0.5711], [3.7288, 3.2738, -0.4400], [5.3388, 3.1090, -1.1999], [-3.3843, -7.6246, -2.6052], [-2.7066, -7.5970, -3.8850], [-2.8511, -6.4905, -4.8068], [-3.0196, -8.9845, -4.6802], [-4.3726, -9.3692, -4.8744], [-5.0159, -8.5827, -6.0007], [-0.9758, -7.8805, -3.6153], [-4.9435, -9.2703, -3.9451], [-4.3682, -10.4322, -5.1386], [-5.1263, -7.5283, -5.7304], [-6.0094, -8.9783, -6.2309], [-4.3984, -8.6218, -6.9038], [-0.8563, -8.7489, -2.9647], [-0.5587, -6.9926, -3.1353], [-0.4899, -8.0453, -4.5789]]}

=====

{"formula": "C32H69F2N4O8S", "method": "wB97M-V/def2-TZVPD", "lumo_ev": -3.90, "total_energy_ha": -2679.1802, "charge": 1, "gap_ev": 6.7, "homo_ev": -10.625, "max_force_ha_per_bohr": 0.0162, "symbols": ["C", "C", "N", "C", "N", "C", "C", "S", "N", "C", "N", "C", "O", "F", "C", "O", "F", "H", "H", "H", "H", "H", "H", "H", "H", "H", "C", "C", "O", "C", "C", "H", "H", "H", "H", "H", "H", "H", "H", "H", "H", "C", "C", "O", "C", "C", "H", "H", "H", "H", "H", "H", "H", "H", "H", "H", "C", "C", "O", "C", "C", "H", "H", "H", "H", "H", "H", "H", "H", "H", "H", "C", "C", "O", "C", "C", "H", "H", "H", "H", "H", "H", "H", "H", "H", "H", "C", "C", "O", "C", "C", "H", "H", "H", "H", "H", "H", "H", "H", "H", "H", "C", "C", "O", "C", "C", "H", "H", "H", "H", "H", "H", "H", "H", "H", "H"], "positions_angstrom": [[-2.6676, -3.2399, 4.6820], [-1.3328, -3.9063, 4.7741], [-0.8349, -4.1866, 5.9002], [-0.6251, -4.2161, 3.4547], [0.5674, -3.3693, 3.3058], [1.8281, -3.6637, 3.7668], [2.6372, -2.6138, 3.4612], [4.3369, -2.4647, 3.7895], [1.8440, -1.7003, 2.8057], [0.5996, -2.1762, 2.7206], [-0.5074, -1.5365, 2.1322], [-0.6489, -0.1889, 2.6164], [-0.4642, 0.7838, 1.9936], [-1.0071, -0.2306, 3.8861], [-0.4824, -1.5809, 0.6770], [-1.3930, -1.9111, 0.0274], [0.7105, -1.2415, 0.2095], [-2.6523, -2.3967, 3.9947], [-2.9515, -2.8963, 5.6698], [-3.3988, -3.9667, 4.3284], [0.0606, -4.6725, 5.8322], [-1.2787, -4.0372, 2.6071], [-0.3037, -5.2525, 3.4221], [2.0559, -4.5846, 4.2699], [4.2854, -1.8863, 4.9964], [2.1916, -0.8163, 2.4551], [2.2368, -3.4739, -1.7612], [2.8135, -4.8770, -1.8045], [2.1981, -5.7678, -0.8885], [0.8120, -5.9933, -1.0767], [0.4497, -6.5767, -2.4304], [2.3110, -3.0750, -0.7463], [2.7826, -2.8122, -2.4336], [1.1864, -3.4502, -2.0567], [3.8638, -4.8506, -1.5159], [2.7773, -5.2783, -2.8218], [0.2430, -5.0701, -0.8976], [0.5323, -6.6962, -0.2909], [0.6906, -5.8980, -3.2489], [-0.6205, -6.7787, -2.4743], [0.9863, -7.5105, -2.5974], [7.3252, -6.9957, 7.4257], [6.7090, -6.1120, 6.3565], [5.5834, -5.3662, 6.7969], [5.8152, -4.4695, 7.8697], [6.8453, -3.3960, 7.5647], [6.5809, -7.6817, 7.8309], [8.1407, -7.5795, 6.9993], [7.7330, -6.4158, 8.2542], [6.3351, -6.7316, 5.5414], [7.4655, -5.4465, 5.9258], [6.0896, -5.0169, 8.7770], [4.8482, -4.0042, 8.0661], [7.8345, -3.8142, 7.3798], [6.9318, -2.7051, 8.4032], [6.5533, -2.8289, 6.6777], [-1.0503, 0.4275, -2.5212], [-0.3349, 0.1511, -3.8320], [-0.7835, 0.9759, -4.8853], [-0.6412, 2.3752, -4.6794], [0.7917, 2.8142, -4.4458], [-2.1284, 0.3158, -2.6478], [-0.7172, -0.2595, -1.7489], [-0.8609, 1.4452, -2.1748], [-0.5298, -0.8718, -4.1564], [0.7513, 0.2372, -3.7006], [-1.2803, 2.7055, -3.8516], [-1.0328, 2.8465, -5.5795], [1.2052, 2.3772, -3.5350], [0.8268, 3.8985, -4.3385], [1.4326, 2.5248, -5.2792], [-7.0252, 2.7970, -5.0855], [-6.5227, 2.6775, -6.5151], [-5.2586, 3.2724, -6.7347], [-4.1861, 2.7492, -5.9729], [-3.9106, 1.2718, -6.1996], [-7.0649, 3.8440, -4.7816], [-8.0267, 2.3729, -5.0063], [-6.3834, 2.2669, -4.3800], [-7.2032, 3.2023, -7.1854], [-6.5159, 1.6279, -6.8308], [-4.3427, 2.9497, -4.9054], [-3.3165, 3.3334, -6.2743], [-4.7515, 0.6462, -5.8936], [-3.0388, 0.9661, -5.6218], [-3.7156, 1.0742, -7.2546], [-3.6074, 3.1911, -0.5608], [-2.5928, 4.1312, -1.1922], [-3.0735, 4.8090, -2.3331], [-4.2020, 5.6474, -2.1432], [-3.9757, 6.7771, -1.1546], [-3.9625, 2.4708, -1.2999], [-3.1515, 2.6471, 0.2687], [-4.4751, 3.7225, -0.1694], [-1.7367, 3.5532, -1.5468], [-2.2054, 4.8395, -0.4493], [-5.0766, 5.0529, -1.8555], [-4.4134, 6.0599, -3.1290], [-3.7788, 6.4112, -0.1455], [-4.8606, 7.4118, -1.1086], [-3.1269, 7.3879, -1.4637], [-0.2331, 7.3361, 0.4284], [0.8157, 7.4988, -0.6584], [2.0656, 6.9080, -0.3468], [2.0579, 5.5142, -0.1243], [1.5899, 4.6944, -1.3157], [0.1299, 7.7415, 1.3737], [-1.1431, 7.8666, 0.1491], [-0.4969, 6.2894, 0.5912], [1.0325, 8.5568, -0.8007], [0.4375, 7.1226, -1.6159], [1.4631, 5.2688, 0.7650], [3.0924, 5.2599, 0.1089], [0.5498, 4.9017, -1.5745], [1.6683, 3.6291, -1.0895], [2.2011, 4.9086, -2.1930]]}